(1)
The following is a DFT calculation (ωB97M-V/def2-TZVPD) of 4 unconnected molecules or ions with the total composition C24H50BN2O6 at a distorted geometry.

Geometry as XYZ:
```
83
Properties=species:S:1:pos:R:3:lowdin_charge:R:1
O 4.5799 -1.3063 -0.9674 0.127
B 3.3655 -1.2379 -1.7709 -0.584
O 3.3122 -0.5151 -3.0180 0.126
O 2.1988 -1.9045 -1.2268 0.071
C 2.1960 -3.3166 -1.4932 -0.197
N 3.1474 -4.0840 -0.5848 0.095
C 2.9375 -5.5850 -0.6657 -0.085
C 1.4931 -5.9113 -0.0510 -0.167
N 0.4773 -4.8290 -0.2340 -0.049
C 0.7296 -3.9814 -1.4386 -0.222
C -0.4682 -2.9117 -1.6313 -0.114
C -1.2500 -2.5574 -0.2787 -0.163
C -0.3435 -1.9083 0.8608 -0.160
C 0.2416 -2.7233 2.0741 -0.051
C 1.1162 -2.1115 3.1902 -0.083
C 1.4619 -0.5983 3.2147 -0.081
C 0.8741 0.2567 2.0326 -0.060
C 0.0092 -0.3755 0.8831 -0.021
H 4.2683 -1.5430 -0.0550 0.113
H 3.2511 0.4444 -2.7687 0.139
H 2.6129 -3.4733 -2.5626 0.194
H 2.9842 -3.7027 0.3702 0.195
H 4.1451 -3.9266 -0.8249 0.182
H 3.1168 -5.9978 -1.7130 0.152
H 3.7347 -6.0404 0.0342 0.153
H 1.6523 -6.0465 1.0888 0.130
H 1.1222 -6.9447 -0.4152 0.141
H -0.4287 -5.2888 -0.3970 0.128
H 0.6758 -4.6953 -2.3527 0.158
H -1.2361 -3.4375 -2.3215 0.130
H -0.1420 -1.9773 -2.2274 0.105
H -2.0409 -1.7609 -0.5622 0.131
H -1.8399 -3.4420 0.1347 0.114
H 0.0312 -3.8531 2.1309 0.083
H 1.5130 -2.7515 4.0424 0.089
H 2.0864 -0.0941 4.0409 0.104
H 1.0873 1.3843 2.0232 0.090
H -0.3762 0.3374 0.0831 0.094
C 0.3423 -0.2036 -4.3786 -0.087
C -1.1286 -0.2873 -4.7515 -0.274
O -1.9377 0.6707 -4.0845 -0.161
C -1.6180 2.0380 -4.3158 -0.275
C -1.7158 2.4431 -5.7763 -0.070
H 0.4697 -0.3262 -3.2980 0.054
H 0.9109 -0.9844 -4.8908 0.085
H 0.7785 0.7589 -4.6508 0.073
H -1.5095 -1.2707 -4.4627 0.110
H -1.2649 -0.2103 -5.8345 0.110
H -0.6283 2.2685 -3.9071 0.106
H -2.3342 2.6289 -3.7376 0.112
H -1.0147 1.8884 -6.4030 0.067
H -1.4980 3.5076 -5.8904 0.077
H -2.7213 2.2487 -6.1598 0.087
C -3.2237 7.6216 -3.3486 -0.078
C -2.5410 6.3117 -3.7046 -0.285
O -1.2791 6.1385 -3.0687 -0.168
C -1.2845 6.1294 -1.6462 -0.278
C -2.1374 5.0228 -1.0505 -0.080
H -2.5813 8.4695 -3.6058 0.086
H -4.1681 7.7184 -3.8904 0.080
H -3.4429 7.6906 -2.2818 0.066
H -2.3530 6.2955 -4.7811 0.116
H -3.1922 5.4574 -3.4930 0.100
H -1.5871 7.1098 -1.2641 0.107
H -0.2469 5.9838 -1.3316 0.117
H -3.1886 5.1229 -1.3274 0.068
H -2.0751 5.0393 0.0403 0.078
H -1.7971 4.0457 -1.4057 0.068
C -1.0359 1.2893 6.5380 -0.074
C -0.3709 -0.0292 6.1794 -0.284
O 0.8956 -0.2142 6.7995 -0.178
C 0.9079 -0.2180 8.2220 -0.277
C 0.0493 -1.3120 8.8329 -0.080
H -0.3877 2.1297 6.2700 0.084
H -1.9855 1.3937 6.0067 0.080
H -1.2420 1.3649 7.6069 0.067
H -0.1955 -0.0519 5.1017 0.084
H -1.0288 -0.8752 6.4022 0.109
H 0.6219 0.7673 8.6042 0.107
H 1.9475 -0.3749 8.5237 0.119
H -1.0043 -1.2006 8.5697 0.066
H 0.1269 -1.2914 9.9225 0.080
H 0.3730 -2.2945 8.4777 0.081
```

As for the HOMO energy: -11.0 eV. The HOMO-LUMO gap is 0.291 Ha. The charge is +1.

(2)
The following is a DFT calculation (ωB97M-V/def2-TZVPD) of a molecular structure, C24H50BiN2OPSSbSe4Si2.

Geometry as XYZ:
```
87
Properties=species:S:1:pos:R:3:lowdin_charge:R:1
Bi -0.9668 -0.0761 0.3525 1.438
O 1.2685 -0.3429 -0.0694 -0.377
N 2.1567 0.6463 -0.2310 -0.196
C 3.3312 0.5123 0.4336 -0.044
C 4.3230 1.4407 0.3220 -0.079
C 4.0939 2.5528 -0.5027 -0.082
C 2.9015 2.6770 -1.1620 -0.100
C 1.8700 1.7096 -1.0479 -0.753
S 0.3684 1.8282 -1.8033 0.573
H 3.3783 -0.3843 1.0364 0.136
H 5.2477 1.3041 0.8644 0.100
H 4.8537 3.3171 -0.6135 0.104
H 2.6948 3.5288 -1.7929 0.100
Se -6.0253 1.5963 -1.0396 -0.039
Sb -5.7677 0.2167 1.0131 -0.173
Se -6.2781 -2.0825 0.7470 -0.105
Se -5.8983 1.3979 3.0580 -0.123
Se -3.7577 0.9980 -0.5181 -0.152
C 0.2686 2.2460 4.7933 -0.192
Si -0.2741 1.9346 3.0125 0.359
C 0.9493 2.8850 1.9376 -0.178
C -1.9627 2.7051 2.7768 -0.184
C -0.2594 0.1228 2.5423 -0.565
Si -1.1721 -1.1351 3.5775 0.368
C -0.2622 -2.7703 3.3975 -0.190
C -1.2052 -0.7712 5.4298 -0.192
C -2.9569 -1.2613 3.0283 -0.224
H 0.4649 3.3195 4.9128 0.025
H 1.1874 1.7052 5.0531 0.030
H -0.5043 1.9665 5.5165 0.014
H 1.0876 3.8945 2.3451 0.035
H 0.5757 2.9913 0.9107 0.009
H 1.9341 2.4022 1.9004 0.022
H -1.9480 3.7257 3.1841 0.037
H -2.7672 2.1611 3.2835 0.000
H -2.2517 2.7790 1.7232 0.005
H 0.7994 -0.1827 2.5019 0.006
H 0.6894 -2.7271 3.9433 0.032
H -0.0543 -2.9513 2.3378 -0.018
H -0.8497 -3.6042 3.8014 0.035
H -0.2099 -0.5139 5.8112 0.023
H -1.5380 -1.6810 5.9477 0.029
H -1.8956 0.0347 5.7012 0.027
H -3.0795 -1.4215 1.9489 -0.031
H -3.5189 -0.3574 3.2939 -0.029
H -3.4686 -2.1042 3.5086 0.050
C -2.5021 -5.7741 -0.9945 -0.084
C -1.8856 -4.7105 -0.0723 -0.579
C -2.9848 -4.1399 0.8389 -0.104
C -0.9001 -5.4306 0.8638 -0.096
P -1.0333 -3.2498 -0.9224 0.875
N -0.9053 -2.1299 0.1545 -0.440
C -2.0471 -2.7287 -2.4408 -0.571
C -3.4953 -2.4961 -1.9711 -0.127
C -2.0812 -3.7049 -3.6300 -0.086
C -1.5099 -1.3761 -2.9809 -0.111
C 0.6811 -3.7960 -1.5022 -0.588
C 0.7648 -5.1713 -2.1805 -0.082
C 1.2236 -2.7451 -2.4867 -0.088
C 1.6309 -3.7772 -0.2907 -0.095
H -2.8749 -6.5892 -0.3637 0.086
H -1.7806 -6.2053 -1.6916 0.065
H -3.3514 -5.3978 -1.5606 0.063
H -3.3977 -4.9616 1.4382 0.094
H -3.8058 -3.6759 0.2967 0.006
H -2.5726 -3.3903 1.5129 0.039
H -1.4792 -6.1175 1.4902 0.087
H -0.3829 -4.7387 1.5287 0.048
H -0.1613 -6.0264 0.3296 0.058
H -4.0269 -3.4228 -1.7667 0.059
H -4.0397 -1.9818 -2.7686 0.093
H -3.5562 -1.8612 -1.0861 0.004
H -2.4380 -4.6999 -3.3732 0.057
H -1.1086 -3.7984 -4.1129 0.058
H -2.7697 -3.2946 -4.3758 0.090
H -0.8374 -0.8487 -2.3093 -0.018
H -2.3451 -0.7038 -3.1809 0.076
H -0.9579 -1.5141 -3.9113 0.074
H 0.1273 -5.2550 -3.0587 0.062
H 0.5221 -5.9918 -1.5065 0.056
H 1.7989 -5.3226 -2.5126 0.085
H 0.7026 -2.7582 -3.4412 0.060
H 2.2754 -2.9818 -2.6864 0.086
H 1.1790 -1.7371 -2.0655 0.063
H 1.4649 -4.6101 0.3902 0.060
H 1.5317 -2.8410 0.2572 0.051
H 2.6592 -3.8572 -0.6650 0.083
```

As for the HOMO energy: -5.0 eV. The HOMO-LUMO gap is 0.256 Ha. The calculation puts the energy relative to the best compared isomer or geometry (same formula, charge and spin) at 19.7 kJ/mol. The charge is -1.

(3)
The following is a DFT calculation (ωB97M-V/def2-TZVPD) of 6 unconnected molecules or ions with the total composition C24H50IN12O7 at a distorted geometry.

Geometry as XYZ:
```
94
Properties=species:S:1:pos:R:3:lowdin_charge:R:1
C 3.7130 -5.0360 2.8297 -0.114
C 3.8187 -3.3830 2.6225 -0.146
C 5.2448 -2.5469 2.8685 -0.012
C 5.3441 -0.8884 2.6789 0.009
C 3.9347 -0.1214 2.2367 -0.056
C 3.8045 1.5230 2.0411 -0.343
C 5.2372 2.3172 2.1106 -0.132
C 2.8720 2.0366 3.3310 -0.090
C 2.5270 -0.9787 1.9529 -0.116
O 1.3245 -0.2357 1.5206 -0.213
C 0.9140 -0.5973 0.1544 -0.125
C -0.3140 -1.7306 0.1845 -0.182
C -0.9873 -1.5963 1.6957 -0.098
C -2.4128 -2.4547 1.8364 -0.276
C -3.4863 -1.7740 2.8717 -0.168
C -2.8223 -0.8908 4.0828 -0.135
C -3.9149 -0.5918 5.2714 -0.315
N -5.1381 0.2366 4.9353 0.080
O -3.6695 -1.1505 6.4806 -0.053
C -3.1223 -2.5888 0.3636 -0.167
C -2.7205 -1.2026 -0.4684 -0.654
I -3.9774 -0.9103 -2.2740 0.884
N -1.2914 -1.3997 -0.9344 -0.016
C 2.4222 -2.6122 2.1314 0.029
H 2.6361 -5.3815 2.4723 0.078
H 3.7583 -5.3276 3.9858 0.093
H 4.5886 -5.5669 2.2590 0.053
H 6.2091 -3.1337 3.2022 0.093
H 6.3525 -0.2856 2.8470 0.098
H 3.2009 1.7164 1.0297 0.130
H 5.0003 3.4680 1.8999 0.096
H 5.6407 2.2971 3.2314 0.098
H 6.0361 1.9711 1.3283 0.087
H 1.7880 2.3505 3.0083 0.038
H 3.4743 2.8840 3.8853 0.086
H 2.7540 1.1262 4.0921 0.101
H 0.5532 0.4148 -0.3656 0.118
H 1.8255 -1.0105 -0.4647 0.156
H 0.1089 -2.8078 -0.0395 0.170
H -0.2978 -1.9994 2.5550 0.127
H -1.2660 -0.4469 1.8101 0.130
H -2.0716 -3.5374 2.1993 0.160
H -4.1054 -2.6371 3.3647 0.139
H -4.1456 -1.0200 2.2310 0.121
H -1.7832 -1.3174 4.4803 0.142
H -2.5459 0.1684 3.6068 0.120
H -5.9923 -0.3608 5.0771 0.108
H -5.1486 0.5470 3.9340 0.078
H -2.6701 -3.4812 -0.2819 0.138
H -4.2751 -2.6964 0.5384 0.127
H -2.8838 -0.2224 0.1782 0.130
H -1.0343 -0.5586 -1.4992 0.158
H -1.3061 -2.2132 -1.6145 0.169
H 1.4339 -3.2318 1.9683 0.078
C -3.7927 2.1403 -6.1201 -0.721
O -3.0854 2.6460 -6.9771 0.030
N -3.4985 0.9656 -5.5343 0.126
N -4.9297 2.7125 -5.6847 0.153
H -4.0684 0.5334 -4.8268 -0.007
H -2.6509 0.5015 -5.8333 0.105
H -5.1879 3.5981 -6.0999 0.041
H -5.5252 2.3115 -4.9799 0.093
C 0.0328 3.3834 0.1116 -0.697
O -0.1438 2.4144 -0.6097 -0.003
N 0.3884 3.2726 1.4043 0.167
N -0.1123 4.6487 -0.3215 0.161
H 0.5385 4.0587 2.0140 0.112
H 0.5082 2.3373 1.7704 0.074
H -0.3792 4.7766 -1.2889 0.112
H 0.0288 5.4593 0.2574 0.115
C -7.2820 5.4659 -6.8206 -0.675
O -6.3132 4.7390 -6.6668 0.015
N -7.6133 6.4312 -5.9441 0.158
N -8.1049 5.3668 -7.8801 0.163
H -8.4070 7.0396 -6.0535 0.103
H -7.0197 6.5395 -5.1322 0.116
H -7.8911 4.6527 -8.5640 0.120
H -8.9074 5.9562 -8.0240 0.104
C 3.1922 4.7576 -3.2946 -0.719
O 3.8995 5.2633 -4.1516 0.033
N 3.4864 3.5829 -2.7087 0.151
N 2.0552 5.3298 -2.8592 0.153
H 2.9166 3.1507 -2.0013 0.085
H 4.3341 3.1188 -3.0078 0.113
H 1.7970 6.2154 -3.2744 0.116
H 1.4598 4.9288 -2.1544 0.052
C 5.7667 -8.4273 1.2406 -0.706
O 5.4695 -7.2436 1.2734 0.006
N 6.1323 -9.0542 0.1079 0.154
N 5.7552 -9.2107 2.3341 0.155
H 6.3805 -10.0279 0.0609 0.102
H 6.1541 -8.5004 -0.7384 0.114
H 5.4857 -8.7780 3.2079 0.114
H 5.9966 -10.1873 2.3268 0.102
```

As for the HOMO energy: -10.0 eV. The HOMO-LUMO gap is 0.240 Ha. The charge is +1.

Number 1 is which compound?
C24H50BN2O6